Here is a molecular structure, C33H24Cl5N6O7SW at a distorted geometry from the Open Molecules 2025 dataset. Energies are from ωB97M-V with the def2-TZVPD basis set.

Atoms and positions in Å:
H 1.66 6.38 -1.00
Cl 1.37 -2.43 5.87
N -0.02 0.46 -2.62
C 0.33 0.56 2.63
C 2.57 3.87 -0.77
C 2.77 1.82 -2.67
C 0.99 -3.36 -2.94
C 1.67 -2.71 -1.91
C -2.03 4.07 3.35
Cl 2.91 0.65 1.81
N 0.38 0.07 -0.33
Cl 3.68 -1.24 4.14
C 3.58 2.92 -2.76
O 2.48 4.83 0.16
C -2.79 3.42 -2.68
C 1.98 -3.33 -0.73
H 0.52 5.44 -0.03
C -3.90 -3.48 1.74
C 1.68 0.17 2.89
C -1.93 -4.74 1.34
C -1.27 -1.20 0.42
H -0.25 -3.67 0.48
H 2.55 -2.85 0.06
C 3.52 3.94 -1.79
N -1.50 1.74 -3.76
C -0.30 -0.80 4.57
C -3.27 -2.34 1.29
H 4.33 3.03 -3.53
C 1.58 -4.66 -0.56
Cl -2.29 0.59 3.56
C 0.84 -5.33 -1.54
H 1.82 -5.18 0.40
H -2.42 3.61 -0.63
O -2.50 4.68 1.02
N -0.14 -1.20 -0.23
O 0.96 2.54 0.39
H -2.06 5.08 3.69
H -1.10 3.60 3.64
H -0.09 -5.09 -3.52
W -0.41 1.42 0.83
C -0.96 1.47 -2.58
H -3.71 -5.52 2.21
C -3.23 -4.66 1.83
H -2.87 3.54 3.80
H 0.39 -7.05 -0.46
H -4.93 -3.42 2.03
O -1.78 2.59 1.40
C -0.63 0.12 3.59
C -1.96 -2.41 0.85
C 1.02 -1.23 4.74
C 1.01 0.36 -1.60
C 1.84 2.67 -0.64
C -1.28 -3.64 0.85
H 0.27 0.23 -3.53
N -1.26 2.10 -1.42
H -3.51 4.24 -2.77
H -0.06 -7.07 -2.14
O 3.40 -0.87 -1.35
H 1.67 6.58 0.78
H -3.80 -1.37 1.30
S 2.23 -1.09 -2.17
N 0.28 -6.55 -1.34
C -2.18 3.07 -1.52
O -1.71 -0.03 0.78
O 2.25 -0.93 -3.60
H 4.17 4.81 -1.73
H 2.83 1.08 -3.45
C -2.11 3.87 1.84
H -2.77 2.97 -4.78
Cl -1.58 -1.51 5.52
C 0.53 -4.64 -2.74
C -2.38 2.72 -3.82
H -1.36 -5.66 1.40
C 1.53 5.86 -0.04
H 0.81 -2.81 -3.85
C 2.02 -0.71 3.92
C 1.93 1.62 -1.57

Calculated values
Maximum force = 2.1 eV Å⁻¹
Net charge = +1
Energy above the lowest of the compared OMol25 structures with the same formula, charge and spin = 67.0 kJ/mol
Orbital gap (spin up / spin down) = 6.0 / 6.0 eV
Multiplicity = 1

Here is 2 unconnected molecules or ions with the total composition C3H9NO at a distorted geometry from the Open Molecules 2025 dataset. Energies are from ωB97M-V with the def2-TZVPD basis set.

Atoms and positions in Å:
H 0.07 -0.95 1.88
H 1.17 0.89 -0.04
C -1.43 0.27 0.03
H 1.87 0.46 -2.78
H -2.46 -0.13 1.88
N -0.84 -1.33 1.75
H -1.09 -1.64 2.68
C -1.71 -0.42 1.20
H -0.96 -0.06 -0.87
C 1.89 0.48 -0.75
H 1.84 -0.59 -0.69
O 1.48 0.92 -2.06
H -1.85 1.29 -0.15
H 2.95 0.71 -0.44

Calculated values
Maximum force = 4.0 eV Å⁻¹
Net charge = 0
Structure (SMILES) = C=CN.CO
Energy above the lowest of the compared OMol25 structures with the same formula, charge and spin = 256.5 kJ/mol
Orbital gap = 9.1 eV
Multiplicity = 1